# 1
C13H14N2O3S | the ωB97M-V functional and the def2-TZVPD basis

Computed properties:
Relative energy (zero: lowest compared OMol25 entry of this formula, charge and spin) ... 456.7 kJ/mol
DFT total energy ... -33663.2871 eV
Frontier orbital gap ... 8.1 eV

Geometry as XYZ:
```
33
Properties=species:S:1:pos:R:3:forces:R:3
O 3.5131 0.8745 1.2913 -1.5 1.4 1.7
C 2.3938 0.4250 0.9357 5.6 1.4 1.7
N 2.6031 -0.3995 -0.0524 -2.1 -2.6 -2.6
C 1.5127 -0.8825 -0.7805 -2.7 -1.6 -2.2
C 0.9975 0.1211 -1.8123 -1.4 2.2 0.0
C 1.3053 0.0238 -3.2378 1.5 0.5 -1.0
C -0.1241 -0.1978 -2.8739 -0.3 0.4 1.1
C -0.7314 -1.5898 -2.7814 1.1 -0.5 -2.2
O -0.1330 -2.4623 -3.4115 -2.6 0.7 2.4
O -1.9644 -1.7273 -2.0485 2.8 0.0 -1.4
N 0.3454 -1.1691 0.1559 -1.1 -0.6 0.1
C 0.0703 -0.2207 1.1785 0.4 -1.7 -1.8
S -1.5412 0.0005 2.1048 4.0 0.4 -0.7
C -0.5682 1.1676 3.0344 1.0 1.7 0.8
C 0.7150 1.4489 2.6237 -1.5 -0.6 1.0
C 1.1475 0.5669 1.5517 -3.5 1.0 1.2
C 1.3310 2.6203 3.4017 -1.6 -0.2 -0.8
C 0.1544 3.1960 4.3216 -1.0 -2.3 -1.7
C -0.9614 2.0485 4.2259 -0.4 -0.2 -0.4
H 3.5414 -0.6510 -0.2635 0.5 0.1 -0.1
H 1.7786 -1.7982 -1.4560 -0.5 1.1 1.9
H 0.9050 1.1683 -1.4961 0.1 -0.5 0.5
H 1.7748 -0.9351 -3.3834 0.7 0.1 -1.0
H 1.6908 1.0041 -3.7681 -1.1 -2.5 0.8
H -0.7641 0.5894 -3.2755 -0.3 -0.1 0.9
H -2.0409 -0.8938 -1.5614 -0.2 0.1 -0.1
H -0.4337 -1.7573 -0.2371 1.4 1.0 0.8
H 1.6466 3.3021 2.6229 0.1 0.7 0.1
H 2.2201 2.3223 3.8845 0.9 -0.3 0.9
H 0.2653 3.2526 5.3833 1.1 0.5 0.5
H -0.2444 4.1281 3.9252 0.2 0.0 0.0
H -0.9518 1.4746 5.1796 -0.1 0.2 -0.6
H -1.9904 2.4127 4.0814 0.3 0.2 0.3
```
Forces are in eV/Å.

=====

# 2
C2H4INS | the ωB97M-V functional and the def2-TZVPD basis

Computed properties:
Relative energy (zero: lowest compared OMol25 entry of this formula, charge and spin) ... 230.4 kJ/mol
DFT total energy ... -22561.9163 eV
Frontier orbital gap (alpha / beta) ... 6.2 / 6.2 eV

Geometry as XYZ:
```
9
Properties=species:S:1:pos:R:3:forces:R:3
C 0.3260 -0.4891 -0.1323 -1.4 -3.1 -0.7
C 1.2056 0.4895 0.3222 3.2 -0.9 1.0
N 0.0630 -1.6411 -0.2980 1.5 3.1 0.8
S -1.8712 1.5907 -0.4789 0.8 -1.2 0.2
I -3.3657 -0.1933 0.0264 0.0 0.0 -0.1
H 0.8399 0.7997 1.2336 -0.9 0.8 2.3
H 1.0624 1.2881 -0.2786 -0.1 2.8 -2.0
H 2.3190 0.2664 0.4601 -1.5 -0.4 -0.5
H -0.5791 -2.1109 -0.8544 -1.7 -1.1 -0.9
```
Forces are in eV/Å.

=====

# 3
C22H42AlNP3S2 | the ωB97M-V functional and the def2-TZVPD basis

Computed properties:
Relative energy (zero: lowest compared OMol25 entry of this formula, charge and spin) ... 0.0 kJ/mol
DFT total energy ... -81096.0654 eV
Net charge ... +3
Frontier orbital gap (alpha / beta) ... 8.3 / 3.2 eV

Geometry as XYZ:
```
71
Properties=species:S:1:pos:R:3:forces:R:3
Al 0.8891 0.0882 0.1010 0.6 0.2 0.3
P 1.7548 -1.0650 -1.9316 0.1 -0.3 -0.5
P 1.9224 2.2919 -0.7445 0.1 0.7 -0.5
P -0.5186 -1.8998 0.7241 0.0 -0.6 0.1
H -0.9162 2.0703 -0.5448 0.0 -0.3 0.2
C -0.9303 1.2034 0.1247 -0.4 0.1 -0.5
C -0.2792 1.2645 1.3993 -0.3 0.4 0.7
H 0.2191 2.1904 1.7050 -0.1 -0.4 -0.2
C 0.6784 -0.9269 -3.3982 0.0 0.0 0.0
C 3.3977 -0.5453 -2.5454 0.0 0.1 0.1
C 2.0703 -2.8621 -1.7781 0.0 0.0 0.1
C 1.4304 3.8209 0.1383 -0.1 -0.1 0.1
C 3.7209 2.5913 -0.8432 0.2 -0.2 -0.1
C 1.3528 2.6738 -2.4592 0.0 -0.1 0.1
C -1.7438 -1.6511 2.0607 0.0 0.1 0.0
C 0.3368 -3.3941 1.3316 -0.1 -0.1 0.0
C -1.5306 -2.4717 -0.7044 -0.1 0.1 0.1
H -1.8232 0.5815 -0.0050 0.3 0.1 0.1
H -0.6978 0.7029 2.2403 0.2 0.1 -0.3
H 1.1267 -1.4658 -4.2444 -0.2 0.1 0.2
H 0.5519 0.1287 -3.6651 0.0 -0.3 0.0
H -0.3059 -1.3547 -3.1753 0.2 0.1 -0.1
H 3.6649 -1.1899 -3.3956 -0.1 0.2 0.2
H 4.1444 -0.6791 -1.7518 -0.2 0.0 -0.2
H 3.3998 0.4988 -2.8735 0.0 -0.2 0.0
H 2.5181 -3.2106 -2.7202 -0.2 0.1 0.3
H 1.1512 -3.4259 -1.5913 0.2 0.1 -0.1
H 2.7797 -3.0411 -0.9597 -0.2 0.0 -0.2
H 1.8640 4.6878 -0.3766 -0.1 -0.2 0.1
H 1.8165 3.7949 1.1642 -0.1 0.0 -0.2
H 0.3425 3.9338 0.1759 0.2 0.0 0.0
H 3.9230 3.4175 -1.5359 0.0 -0.2 0.2
H 4.2544 1.6997 -1.1834 0.0 0.2 0.0
H 4.0890 2.8718 0.1480 0.0 0.0 -0.1
H 1.5964 3.7171 -2.7193 -0.1 -0.4 0.1
H 0.2635 2.5354 -2.5207 0.3 0.1 0.0
H 1.8335 2.0028 -3.1832 -0.1 0.2 0.1
H -2.3166 -2.5742 2.2135 0.2 0.1 0.0
H -2.4390 -0.8394 1.8271 0.1 -0.1 0.0
H -1.2180 -1.4060 2.9915 -0.1 -0.1 -0.2
H -0.3857 -4.2044 1.4973 0.2 0.2 -0.1
H 0.8253 -3.1574 2.2840 -0.1 0.0 -0.2
H 1.0980 -3.7287 0.6228 -0.1 0.0 0.2
H -2.2467 -3.2504 -0.3971 0.4 0.1 -0.1
H -0.8851 -2.8698 -1.4976 -0.3 0.1 0.2
H -2.0920 -1.6167 -1.1088 0.2 -0.2 0.1
C -6.3921 -1.3016 0.1924 1.0 -0.7 0.0
C -7.2486 -1.4715 -0.9091 -1.1 0.4 -0.9
C -8.3952 -0.6853 -1.0246 0.8 -1.0 -0.5
C -8.7060 0.2602 -0.0374 -0.1 0.1 0.0
C -7.8732 0.4023 1.0810 1.1 -0.4 0.6
C -6.7267 -0.3820 1.2029 -0.7 1.1 0.7
S -4.9074 -2.2007 0.3556 -1.1 0.5 -0.5
H -4.9250 -2.8298 -0.8575 -0.1 0.2 0.5
H -6.9839 -2.2182 -1.6537 -0.3 0.2 0.0
H -9.0473 -0.8114 -1.8892 0.2 0.0 0.3
H -9.5979 0.8803 -0.1393 0.2 -0.2 0.0
H -8.1130 1.1245 1.8609 0.0 -0.2 -0.2
H -6.0704 -0.2964 2.0669 -0.2 0.1 -0.1
S 2.8042 -0.8562 1.2466 -0.4 -0.5 -0.4
C 3.8071 0.3116 2.0066 1.2 0.0 -0.3
N 5.0821 0.4736 1.5043 -0.4 0.9 0.7
C 5.9706 1.3865 2.0213 -0.7 -0.8 -0.1
C 5.6206 2.0867 3.1569 0.3 0.1 -0.2
C 4.3633 1.8800 3.7444 0.0 -0.2 -0.2
C 3.4631 0.9950 3.1650 0.0 0.2 0.0
H 5.3512 -0.0957 0.7009 -0.1 0.2 0.3
H 6.9095 1.4788 1.4756 -0.2 0.0 0.4
H 6.3447 2.7755 3.5928 -0.3 -0.2 -0.1
H 4.0976 2.3975 4.6616 0.1 0.0 -0.1
H 2.4858 0.7591 3.5796 0.3 0.3 0.1
```
Forces are in eV/Å.

=====

# 4
C5H12O4 | the ωB97M-V functional and the def2-TZVPD basis

Computed properties:
Relative energy (zero: lowest compared OMol25 entry of this formula, charge and spin) ... 564.2 kJ/mol
DFT total energy ... -13564.2985 eV
Frontier orbital gap ... 9.2 eV

Geometry as XYZ:
```
21
Properties=species:S:1:pos:R:3:forces:R:3
C -0.6186 -0.2771 0.6902 -0.3 1.4 0.3
C 0.2249 0.5071 -0.2066 0.4 -0.9 -0.6
C -0.1688 -0.7786 2.0248 0.0 0.0 0.0
C 1.5935 0.9754 0.1875 -0.1 -0.1 0.0
C -0.2574 0.9904 -1.5500 0.0 -0.1 0.1
O 0.8319 -1.4084 -0.8592 -0.3 0.3 -0.2
O -0.2948 -1.8789 -1.6944 0.4 0.1 0.1
O -1.6865 -0.8972 0.1935 0.2 0.1 -0.1
O -0.9068 1.4577 0.9667 -0.2 -1.0 0.2
H -0.0977 -2.8241 -1.7532 -0.1 0.2 0.1
H -1.3963 -1.3217 -0.6821 0.0 0.1 0.2
H -1.7577 1.6029 0.5268 0.1 0.0 -0.1
H 0.4394 -0.0558 2.5611 0.0 0.0 0.0
H 0.4004 -1.6950 1.8579 0.0 0.0 0.0
H -1.0523 -1.0140 2.6178 0.0 0.0 -0.1
H 2.3022 0.5653 -0.5333 -0.1 0.0 0.0
H 1.8906 0.6501 1.1807 -0.1 0.0 0.0
H 1.6368 2.0644 0.1436 -0.1 -0.1 0.0
H 0.3882 0.5722 -2.3203 0.0 0.0 0.1
H -0.1916 2.0793 -1.5837 0.0 -0.1 0.1
H -1.2796 0.6859 -1.7678 0.0 0.0 0.1
```
Forces are in eV/Å.

=====

# 5
C32H85N7O9 | the ωB97M-V functional and the def2-TZVPD basis

Computed properties:
Relative energy (zero: lowest compared OMol25 entry of this formula, charge and spin) ... 282.7 kJ/mol
DFT total energy ... -63412.2676 eV
Frontier orbital gap ... 8.6 eV

Geometry as XYZ:
```
133
Properties=species:S:1:pos:R:3:forces:R:3
C 0.8613 4.5871 2.0603 0.1 -0.1 -0.8
O 1.5403 3.9714 3.1147 1.3 -0.6 -0.1
C 1.1642 2.6333 3.3546 -2.0 0.0 1.0
C 2.0198 1.8619 4.3327 1.5 -1.2 1.1
C 3.4994 1.6824 4.0721 1.3 2.3 -0.4
N 1.4384 0.5442 4.6680 -1.0 -0.1 -0.6
H 0.7530 3.9527 1.1695 0.0 -0.4 0.2
H 1.5008 5.3908 1.6947 -0.3 0.4 0.4
H -0.1460 4.9097 2.3378 0.1 0.3 0.1
H 0.2293 2.7168 3.9255 -0.3 -0.3 -0.2
H 0.8808 2.0691 2.4597 0.5 0.1 -0.3
H 2.0165 2.4170 5.2758 -0.3 0.2 -0.1
H 3.8541 1.2156 3.1518 -0.5 -0.5 0.1
H 4.0501 1.3317 4.9452 -0.3 -0.7 -0.1
H 3.9173 2.7008 4.0047 0.0 0.0 -0.3
H 1.9730 0.0650 5.3820 0.2 0.5 0.2
H 1.5332 -0.1014 3.8874 -0.1 0.2 -0.3
C -1.3251 -4.8726 2.3402 -0.7 0.1 0.8
O -2.1970 -4.1211 3.1715 -0.2 -0.3 0.6
C -1.6936 -2.8924 3.5858 0.2 1.9 -1.1
C -2.7542 -2.0093 4.2617 0.1 0.2 1.7
C -4.0438 -1.9492 3.4774 0.3 -0.2 -1.0
N -2.2779 -0.6517 4.4309 0.2 0.8 -0.7
H -1.6809 -5.9009 2.3995 0.1 0.0 -0.1
H -0.3205 -4.8335 2.7676 0.2 0.1 -0.5
H -1.4394 -4.5092 1.3190 0.6 0.0 -0.1
H -0.7678 -2.9166 4.1768 -0.2 -0.6 0.5
H -1.3749 -2.2647 2.7342 -0.1 -0.3 -0.4
H -2.9272 -2.4669 5.2472 -0.3 -0.1 0.1
H -4.7988 -1.2039 3.7309 0.3 0.0 0.8
H -4.5079 -2.9342 3.4660 0.0 0.1 -0.4
H -3.7180 -1.6126 2.4850 -0.3 -0.5 -0.3
H -1.3780 -0.3889 4.8026 0.1 -0.6 0.1
H -2.9361 0.1362 4.4839 0.4 -1.1 -0.2
C -2.5332 3.9817 -5.2451 -0.6 0.7 -0.5
O -3.7062 3.1981 -5.3125 0.0 -0.5 0.1
C -3.7657 2.2336 -6.3438 1.1 -0.6 0.2
C -5.0204 1.4441 -6.1382 -2.2 -1.0 1.0
C -5.1710 0.7991 -4.7333 1.3 1.2 0.7
N -5.1799 0.3128 -7.0235 0.6 -0.9 -1.5
H -1.6728 3.4997 -5.7117 0.0 0.0 0.1
H -2.3180 4.2624 -4.2143 0.0 -0.4 0.1
H -2.7828 4.9202 -5.7534 0.5 0.0 -0.2
H -3.6890 2.6311 -7.3627 -0.4 0.5 0.0
H -2.9050 1.5500 -6.3093 0.1 -0.1 0.4
H -5.8478 2.1640 -6.2115 0.0 0.1 -0.1
H -6.1046 0.2783 -4.5315 -0.1 0.0 -0.5
H -5.0543 1.5750 -3.9713 -0.3 0.1 -0.1
H -4.3364 0.1387 -4.4854 -0.2 -0.2 -0.5
H -5.1166 0.4000 -8.0314 0.3 0.8 0.1
H -6.0035 -0.2591 -6.9132 -0.1 0.3 0.8
C 6.1344 -1.2885 -5.0415 0.9 -0.4 0.1
O 4.9006 -0.6426 -5.0109 -0.3 1.0 -1.1
C 3.8495 -1.4622 -5.5818 1.2 0.2 2.2
C 2.5220 -0.8214 -5.1780 0.3 0.5 -0.2
C 2.4055 -0.6657 -3.6547 -0.9 -0.4 -0.6
N 1.4196 -1.6213 -5.6967 0.1 -0.6 0.2
H 6.2807 -1.8374 -4.1024 -0.1 -0.5 -0.3
H 7.0201 -0.6481 -5.1056 -0.6 0.7 0.1
H 6.2493 -1.9083 -5.9381 -0.2 -0.4 0.3
H 4.0499 -1.6678 -6.6354 -0.3 0.3 -0.2
H 4.0361 -2.3737 -5.0006 -0.9 -0.6 -0.5
H 2.4774 0.1989 -5.5762 0.3 0.0 -0.3
H 1.4525 -0.1603 -3.4715 0.0 0.1 0.2
H 3.1933 -0.0872 -3.1845 0.2 -0.2 -0.1
H 2.2868 -1.6726 -3.2475 0.3 0.0 0.3
H 0.5464 -1.1225 -5.7732 0.1 0.1 0.0
H 1.6303 -2.0611 -6.5807 0.0 0.1 -0.1
C 5.2932 -2.6062 -0.4615 -0.7 -0.2 -0.3
O 4.6320 -3.1668 0.6512 0.0 -0.1 -0.6
C 5.2883 -3.2955 1.8952 -0.9 0.6 0.1
C 5.0665 -1.9874 2.7214 1.7 -1.0 0.6
C 6.3742 -1.1673 2.8809 -1.1 -0.5 -0.9
N 4.5625 -2.2780 4.0742 -0.5 0.5 -0.8
H 5.7176 -1.6183 -0.2641 0.6 -0.3 0.1
H 4.5362 -2.3976 -1.2216 -0.2 -0.1 0.2
H 5.9253 -3.3800 -0.9047 0.7 0.5 0.1
H 4.7089 -4.1293 2.2990 0.4 0.1 0.6
H 6.3531 -3.5559 1.8871 0.0 -0.1 -0.5
H 4.4369 -1.3910 2.0587 -0.6 0.1 0.6
H 6.8364 -1.2603 1.8963 0.3 0.7 0.1
H 7.0901 -1.5370 3.6143 -0.2 -0.2 0.2
H 6.0350 -0.1626 3.1261 0.6 0.2 -0.1
H 5.3347 -2.6573 4.6069 -0.1 -0.1 0.1
H 3.8485 -2.9928 3.9906 0.0 0.0 0.3
C -1.7222 -0.0830 -3.5033 -0.1 1.3 -0.2
O -1.1004 -0.2685 -2.2655 0.0 -0.7 0.8
C -1.3318 -1.5795 -1.7354 0.4 -0.1 -0.1
C -0.6484 -1.8129 -0.3995 0.0 1.4 -0.1
N 0.8118 -1.8057 -0.4559 -1.5 -0.9 0.2
C 1.4873 -1.2845 0.7270 0.5 -0.6 -1.3
C 2.0173 0.1523 0.4606 -1.5 -3.4 1.1
O 3.0250 0.0867 -0.5296 -0.5 1.1 1.4
C 3.5897 1.3845 -0.5915 0.8 -0.1 -0.3
H -2.7347 -0.4909 -3.5826 0.3 -0.4 0.2
H -1.0935 -0.3810 -4.3489 -0.1 -0.4 0.1
H -1.8560 1.0015 -3.5858 0.0 0.0 -0.2
H -0.9635 -2.2964 -2.4768 -0.1 -0.2 0.0
H -2.4046 -1.7184 -1.5736 -0.1 -0.1 -0.2
H -1.1216 -2.6825 0.0607 0.5 -0.5 -0.2
H -0.9908 -1.0083 0.2691 -0.1 0.2 0.0
H 1.1464 -1.4761 -1.3473 0.2 0.3 0.2
H 2.2307 -2.0587 0.9429 0.7 0.7 0.3
H 0.8327 -1.2941 1.6020 -0.3 0.2 -0.2
H 2.2695 0.4310 1.4878 1.0 1.0 -0.4
H 1.0687 0.6188 0.1784 0.4 0.9 -0.5
H 4.5350 1.2893 -1.1301 -0.2 0.2 -0.4
H 3.8692 1.7635 0.3977 -0.2 -0.1 0.1
H 2.8983 2.0876 -1.0650 0.1 0.1 -0.1
C -3.9866 1.3575 6.2433 -0.7 -0.5 -0.4
O -3.8049 1.5577 4.8453 -0.1 0.3 0.4
C -3.5092 2.8574 4.4294 0.5 1.9 -0.6
C -2.6010 2.8574 3.1963 -1.4 -1.3 0.2
N -3.4040 2.3996 2.0595 0.1 -1.0 -0.7
C -2.5426 1.9531 0.9203 -0.4 0.6 1.9
C -3.3504 1.6599 -0.3023 -0.4 -0.4 -1.3
O -4.4038 0.7316 -0.0320 0.0 0.7 0.6
C -5.0239 0.1784 -1.1589 0.5 -1.6 0.1
H -4.9444 1.7629 6.5767 0.1 0.3 0.0
H -3.1641 1.7109 6.8652 0.1 0.2 -0.2
H -4.0726 0.2765 6.3444 0.2 0.0 0.2
H -2.9839 3.4570 5.1816 -0.1 -0.3 0.4
H -4.3893 3.4412 4.1358 -0.4 -0.3 0.3
H -1.8302 2.1320 3.4860 0.6 0.3 -0.5
H -2.2684 3.8623 2.9426 0.4 0.0 0.4
H -3.8497 1.5232 2.3236 -0.4 0.3 0.3
H -1.9911 1.0749 1.2761 0.3 0.0 -0.4
H -1.8875 2.8235 0.8357 0.4 -0.4 -0.9
H -2.7693 1.1817 -1.0987 0.6 0.2 0.2
H -3.7263 2.5949 -0.7301 -0.4 0.1 0.1
H -4.3014 -0.3499 -1.7976 0.3 0.6 -0.3
H -5.6633 0.8131 -1.7717 0.1 0.4 0.2
H -5.5771 -0.6928 -0.8010 -0.5 0.4 0.2
```
Forces are in eV/Å.

=====

# 6
C23H42Cl5MnN2O7P2 | the ωB97M-V functional and the def2-TZVPD basis

Computed properties:
Relative energy (zero: lowest compared OMol25 entry of this formula, charge and spin) ... 72.1 kJ/mol
DFT total energy ... -154334.7916 eV
Net charge ... +3
Frontier orbital gap (alpha / beta) ... 7.1 / 5.6 eV
Multiplicity ... 4

Geometry as XYZ:
```
82
Properties=species:S:1:pos:R:3:forces:R:3
Mn 0.4425 -1.3872 -0.3573 -0.7 0.6 -0.8
C -1.1155 1.0027 3.5273 0.2 0.1 -0.2
C 0.0040 2.0194 3.4074 -0.2 -0.2 1.0
C -0.2433 3.2838 4.2067 0.2 -0.1 -0.3
O 0.1525 2.4096 1.9967 0.4 -0.1 -0.9
P 1.0199 1.5252 1.0559 0.5 0.6 0.5
O 0.5189 0.1062 0.9324 -0.2 -1.0 -0.4
C 0.9887 2.3631 -0.5765 -0.4 -0.7 0.1
P -0.3005 1.4794 -1.5084 -0.7 0.3 0.0
O 0.0244 0.0009 -1.6719 0.4 -0.7 0.2
O -0.6212 1.9553 -2.9442 0.4 -0.3 0.5
C -1.0488 3.3086 -3.3592 -0.2 0.7 -0.5
C 0.1452 3.9797 -4.0067 -0.1 -0.2 0.2
C -2.2173 3.1517 -4.3169 0.2 -0.1 0.3
O -1.4973 1.7426 -0.5292 0.7 0.2 -0.4
C -2.8254 1.2086 -0.7890 -0.7 -0.3 0.0
C -3.8163 2.2408 -0.2849 0.3 -0.1 -0.3
C -2.9554 -0.1201 -0.0616 0.4 0.2 -0.1
O 2.4841 1.4170 1.6043 -0.5 -0.2 -0.4
C 3.2382 2.5621 2.1476 0.6 0.5 0.3
C 4.3260 2.9474 1.1631 -0.3 -0.1 0.1
C 3.8236 2.1527 3.4871 -0.3 0.0 -0.2
H -1.2285 0.7074 4.5673 0.0 0.0 0.1
H -0.8906 0.1199 2.9288 -0.1 0.0 0.1
H -2.0469 1.4425 3.1814 -0.2 0.0 0.0
H 0.9503 1.5582 3.7140 -0.1 0.1 0.0
H -1.1406 3.7871 3.8601 -0.2 0.0 0.0
H 0.5906 3.9741 4.1209 0.1 0.1 0.0
H -0.3692 3.0326 5.2556 0.0 -0.1 0.1
H 1.9568 2.2768 -1.0676 0.1 -0.1 0.0
H 0.7292 3.4141 -0.4624 -0.1 0.1 0.0
H -1.3635 3.8491 -2.4600 0.0 -0.1 0.0
H 0.5204 3.3568 -4.8142 0.0 0.0 -0.1
H 0.9422 4.1480 -3.2866 0.1 0.0 0.0
H -0.1524 4.9389 -4.4184 0.0 0.1 0.0
H -1.9566 2.4914 -5.1404 0.1 0.0 -0.1
H -2.4710 4.1276 -4.7251 0.0 0.0 0.0
H -3.0964 2.7570 -3.8138 -0.1 0.0 0.0
H -2.9183 1.0623 -1.8733 0.0 0.1 0.1
H -3.6526 2.4103 0.7746 0.0 0.0 0.2
H -4.8344 1.8949 -0.4336 -0.1 -0.1 0.0
H -3.6934 3.1843 -0.8096 0.0 0.1 -0.1
H -2.9988 0.0499 1.0111 0.0 0.0 0.1
H -2.0866 -0.7658 -0.2723 -0.5 0.1 0.0
H -3.8720 -0.6065 -0.3838 0.0 -0.1 0.0
H 2.5351 3.3904 2.2785 0.0 -0.1 0.0
H 4.9833 2.1027 0.9793 0.1 -0.1 0.0
H 4.9204 3.7478 1.5940 0.0 0.1 0.0
H 3.9175 3.2991 0.2191 0.0 0.1 -0.1
H 4.4861 1.3012 3.3636 0.1 -0.1 0.0
H 3.0514 1.8968 4.2075 0.0 0.0 0.1
H 4.3968 2.9851 3.8875 0.0 0.0 0.0
Cl 5.7416 -5.0501 2.5193 -0.7 0.4 -0.2
C 4.2523 -4.3506 2.1205 0.6 -0.8 0.6
C 4.2169 -3.2569 1.2157 -0.6 1.2 -0.9
Cl 5.6503 -2.6480 0.5360 -0.3 0.0 0.1
C 2.9855 -2.7111 0.8910 0.7 -0.5 0.4
Cl 2.7546 -1.4327 -0.2513 1.2 0.3 -0.5
C 1.7632 -3.1971 1.4169 -0.3 0.5 -0.6
O 0.6535 -2.6957 0.9982 0.4 -1.0 0.9
C 1.8185 -4.2929 2.3270 0.4 -0.8 0.8
Cl 0.3580 -4.8907 2.9544 0.2 0.1 -0.2
C 3.0531 -4.8637 2.6699 -0.9 0.0 0.1
Cl 3.1106 -6.1987 3.7257 0.0 0.3 -0.2
C -2.2928 -2.6967 -3.0939 0.0 -0.1 0.2
C -2.0440 -3.6268 -1.9127 -0.3 -0.3 -0.4
C -3.2392 -3.7254 -0.9757 0.1 0.2 0.0
C -1.6477 -5.0234 -2.3958 -0.2 0.2 0.0
N -0.9033 -3.1082 -1.1031 -0.2 0.5 1.3
N 0.2871 -2.8186 -1.7791 0.6 -0.2 -0.4
H -3.3021 -2.8611 -3.4628 0.0 0.0 -0.1
H -1.6193 -2.9115 -3.9230 0.1 0.1 -0.1
H -2.1985 -1.6496 -2.8062 -0.1 0.1 0.0
H -4.0583 -4.2274 -1.4826 0.0 0.0 -0.1
H -3.5780 -2.7441 -0.6622 -0.1 0.1 0.0
H -3.0025 -4.3110 -0.0899 0.0 -0.1 0.1
H -2.4472 -5.4141 -3.0169 -0.1 -0.1 -0.1
H -1.5148 -5.7131 -1.5662 0.0 -0.1 0.1
H -0.7442 -5.0067 -2.9997 0.1 0.0 -0.2
H -0.7458 -3.7708 -0.3310 0.2 0.4 -0.4
H 0.0407 -2.4589 -2.7187 0.2 0.1 0.5
H 0.9161 -3.6281 -1.9089 -0.2 0.4 0.2
```
Forces are in eV/Å.